{"formula": "C23H38InN7S", "method": "the ωB97M-V functional and the def2-TZVPD basis", "species": ["In", "C", "N", "C", "C", "N", "C", "C", "N", "C", "C", "N", "C", "N", "C", "C", "C", "N", "C", "H", "H", "H", "H", "H", "H", "H", "H", "H", "H", "H", "H", "H", "H", "H", "H", "H", "H", "H", "H", "H", "H", "H", "H", "C", "C", "C", "C", "C", "N", "H", "H", "H", "H", "H", "H", "H", "H", "H", "S", "C", "C", "C", "C", "C", "C", "H", "H", "H", "H", "H"], "positions_angstrom": [[0.02873, -0.48719, -0.07652], [1.74487, 3.77840, -2.37473], [2.41863, 3.00199, -1.34725], [3.84587, 3.25367, -1.11983], [4.26395, 2.13105, -0.16855], [3.00644, 1.43354, 0.07898], [2.89570, 0.41413, 1.08831], [1.97998, 1.96505, -0.60617], [0.74609, 1.48087, -0.48175], [-0.46013, 2.16491, -0.97248], [-1.07899, 1.36622, -2.10796], [-1.45134, 0.05589, -1.55616], [-2.22428, -0.80479, -2.21365], [-2.80744, -1.84229, -1.58025], [-2.98671, -1.97077, -0.15169], [-3.52688, -2.70646, -2.51142], [-3.53240, -1.87610, -3.79427], [-2.52030, -0.84885, -3.52817], [-2.29156, 0.14506, -4.56599], [2.51634, 4.26042, -2.97143], [1.11274, 4.56229, -1.95782], [1.16601, 3.14327, -3.04296], [3.99069, 4.24537, -0.68988], [4.37876, 3.20709, -2.06915], [4.66822, 2.51472, 0.76856], [4.99865, 1.45869, -0.61363], [3.82267, 0.38730, 1.65809], [2.77388, -0.58220, 0.65834], [2.08700, 0.63387, 1.79310], [-0.28355, 3.19173, -1.25914], [-1.17626, 2.19173, -0.14629], [-0.33338, 1.26844, -2.90336], [-1.94483, 1.89770, -2.50408], [-2.82626, -1.00565, 0.32552], [-2.32604, -2.72234, 0.28517], [-4.01538, -2.27392, 0.04681], [-4.53031, -2.90492, -2.13650], [-3.00838, -3.65898, -2.63526], [-4.50055, -1.41202, -3.99727], [-3.23867, -2.46049, -4.66416], [-2.45188, -0.34619, -5.52312], [-1.27017, 0.50859, -4.55834], [-2.99010, 0.98087, -4.49108], [-2.44667, 2.22767, 4.22799], [-2.33843, 0.70950, 4.03147], [-1.53523, 0.06014, 5.16932], [-3.72826, 0.06758, 3.90526], [-1.61469, 0.45801, 2.77468], [-1.05031, 0.25601, 1.79523], [-2.96021, 2.41078, 5.17090], [-3.02208, 2.69365, 3.42892], [-1.46396, 2.69492, 4.27873], [-2.07596, 0.22440, 6.10028], [-0.54659, 0.50760, 5.26367], [-1.42743, -1.01342, 5.01969], [-4.26099, 0.22671, 4.84176], [-3.65728, -1.00602, 3.73290], [-4.30610, 0.52318, 3.10167], [0.40704, -2.78182, 0.35125], [2.17594, -3.00861, 0.41482], [2.79139, -3.15628, 1.65349], [4.16063, -3.37387, 1.71696], [4.90960, -3.44212, 0.55088], [4.28945, -3.30561, -0.68453], [2.92051, -3.09612, -0.75720], [2.19977, -3.10542, 2.55812], [4.63961, -3.50081, 2.67822], [5.97432, -3.62187, 0.60289], [4.86997, -3.37940, -1.59354], [2.42654, -3.00848, -1.71643]], "forces_ev_per_angstrom": [[-0.125, 0.088, 0.100], [-0.008, -0.052, -0.042], [-0.097, 0.005, 0.055], [-0.003, 0.020, 0.021], [0.075, -0.018, -0.017], [-0.028, 0.043, -0.014], [-0.026, -0.059, 0.185], [-0.002, 0.119, -0.029], [0.095, -0.178, -0.102], [0.026, -0.041, 0.091], [0.011, -0.027, -0.068], [0.110, -0.016, 0.038], [0.077, -0.121, -0.046], [-0.051, 0.127, -0.005], [0.002, -0.025, 0.009], [0.009, -0.043, -0.023], [0.021, -0.054, -0.022], [-0.114, 0.072, 0.058], [0.075, -0.027, -0.035], [-0.023, -0.014, -0.016], [0.010, 0.015, -0.012], [-0.044, -0.006, 0.022], [0.012, -0.016, -0.001], [-0.001, 0.013, 0.005], [-0.003, -0.017, -0.010], [-0.010, 0.010, 0.013], [-0.007, 0.007, -0.007], [-0.019, -0.114, -0.017], [0.002, -0.010, -0.059], [0.099, 0.073, -0.065], [-0.007, 0.058, 0.001], [-0.039, 0.070, 0.014], [-0.033, -0.026, 0.048], [-0.005, 0.004, 0.010], [0.018, -0.002, 0.003], [0.007, 0.004, 0.008], [0.012, -0.006, -0.016], [0.002, 0.022, 0.007], [-0.004, 0.004, 0.036], [-0.028, 0.014, -0.010], [0.003, 0.010, -0.003], [-0.027, -0.020, -0.007], [0.012, -0.006, -0.016], [0.000, 0.012, 0.003], [0.049, -0.046, -0.054], [-0.003, 0.006, -0.011], [0.002, -0.004, 0.000], [0.044, 0.013, -0.012], [-0.052, -0.035, 0.035], [-0.010, 0.010, 0.004], [-0.006, 0.003, -0.007], [0.010, 0.001, 0.009], [0.003, -0.001, 0.016], [0.009, 0.006, 0.004], [-0.005, -0.011, 0.001], [-0.015, 0.005, 0.004], [0.003, -0.011, 0.007], [-0.006, 0.004, -0.007], [-0.069, 0.025, -0.074], [0.074, 0.104, 0.011], [-0.011, 0.031, -0.009], [-0.016, -0.013, -0.011], [0.002, -0.016, -0.014], [0.004, 0.003, 0.026], [-0.025, 0.065, 0.013], [-0.003, -0.010, 0.005], [0.003, 0.000, 0.013], [0.023, 0.007, 0.001], [0.013, -0.005, -0.025], [0.006, -0.021, -0.011]], "lowdin_charge": [0.71, -0.01, -0.06, -0.08, -0.08, -0.08, -0.03, -0.32, -0.01, -0.20, -0.21, -0.02, -0.33, -0.08, -0.04, -0.08, -0.08, -0.06, -0.01, 0.10, 0.10, 0.09, 0.14, 0.13, 0.13, 0.13, 0.11, 0.05, 0.09, 0.10, 0.11, 0.11, 0.13, 0.06, 0.05, 0.11, 0.13, 0.14, 0.14, 0.13, 0.10, 0.08, 0.10, -0.02, -0.58, -0.02, -0.02, -0.06, 0.19, 0.10, 0.10, 0.10, 0.10, 0.10, 0.10, 0.10, 0.10, 0.09, 0.67, -0.69, -0.12, -0.06, -0.06, -0.06, -0.12, 0.11, 0.11, 0.11, 0.11, 0.11], "gap_ev": 8.6, "spin_multiplicity": 1, "de_lowest_kcal_mol": 0.00, "total_charge": 2}

{"formula": "C21H35Cl7NO6PS", "method": "the ωB97M-V functional and the def2-TZVPD basis", "species": ["C", "C", "C", "N", "C", "C", "C", "C", "O", "C", "O", "S", "O", "O", "O", "C", "C", "C", "C", "C", "C", "C", "P", "O", "Cl", "H", "H", "H", "H", "H", "H", "H", "H", "H", "H", "H", "H", "H", "H", "H", "H", "H", "H", "H", "H", "H", "H", "H", "Cl", "C", "C", "Cl", "H", "H", "H", "H", "Cl", "C", "C", "Cl", "H", "H", "H", "H", "Cl", "C", "C", "Cl", "H", "H", "H", "H"], "positions_angstrom": [[3.03063, 4.01785, 0.31612], [1.63244, 4.13689, -0.32860], [0.57736, 3.14521, 0.27111], [1.15374, 1.84079, 0.63362], [0.45223, 0.69185, 0.14676], [1.01533, 0.13741, -1.19950], [1.37974, 1.22826, -2.24093], [1.30618, 0.63944, -3.68338], [2.56511, 0.21215, -4.15960], [3.19099, 1.12904, -5.04799], [0.91991, -0.37342, 1.09061], [-0.05514, -1.63056, 0.99571], [0.56102, -2.66780, 0.23357], [-0.41170, -2.19597, 2.26039], [-1.27672, -0.87818, 0.24576], [-1.08516, 0.58253, 0.37076], [-2.04793, 1.14893, -0.67047], [-1.95341, 0.94743, -2.04585], [-2.82502, 1.51515, -2.93641], [-3.85278, 2.32176, -2.49549], [-3.97808, 2.49613, -1.14026], [-3.10560, 1.92955, -0.24505], [-1.42040, 0.83733, 2.24024], [-1.66328, 2.46745, 2.46927], [-3.24451, -0.09933, 2.61919], [3.36642, 5.02343, 0.59531], [3.05714, 3.36795, 1.19101], [3.73015, 3.68011, -0.45511], [1.64199, 3.93712, -1.40633], [1.19491, 5.13539, -0.20485], [0.21920, 3.62532, 1.19186], [-0.23731, 3.09003, -0.45611], [1.33727, 1.75639, 1.62643], [0.39119, -0.66350, -1.59961], [1.95285, -0.34314, -0.90248], [0.67336, 2.05731, -2.16271], [2.42220, 1.50685, -2.07047], [0.83909, 1.41392, -4.31131], [0.64609, -0.23944, -3.71927], [3.89653, 1.75242, -4.48151], [3.74549, 0.53874, -5.78606], [2.47798, 1.74863, -5.60601], [-1.16330, 0.33488, -2.46216], [-2.66989, 1.31229, -3.99297], [-4.51124, 2.78276, -3.22477], [-4.78616, 3.13061, -0.78128], [-3.29635, 2.12899, 0.80097], [-2.58817, 2.55831, 2.75374], [1.93630, -7.61249, 3.33344], [0.92145, -6.48285, 2.39813], [-0.23177, -5.94772, 3.20700], [-1.44163, -7.20793, 3.56952], [0.57611, -7.00097, 1.50628], [1.56432, -5.65956, 2.08950], [-0.74391, -5.16579, 2.64764], [0.10573, -5.52240, 4.14903], [-2.87393, -4.99339, -4.14926], [-1.62599, -5.05529, -2.87678], [-1.80029, -3.96389, -1.85239], [-1.46247, -2.34818, -2.52455], [-0.65239, -4.99736, -3.35795], [-1.71349, -6.02784, -2.39430], [-1.10132, -4.11449, -1.03023], [-2.80983, -3.95398, -1.44701], [2.15226, 1.69255, 3.79140], [1.32055, 0.99983, 5.20816], [0.54177, 2.03864, 5.97320], [1.60469, 3.21185, 6.79127], [2.06917, 0.51813, 5.83254], [0.64263, 0.23312, 4.83230], [-0.05164, 1.55361, 6.74709], [-0.13075, 2.59114, 5.32006]], "forces_ev_per_angstrom": [[-0.231, 0.865, -0.791], [-0.760, -0.832, 0.196], [1.035, 1.207, 0.442], [-0.831, 0.104, -0.790], [1.375, -1.062, 0.157], [0.349, 1.074, 0.076], [-0.536, -1.422, -0.359], [-0.324, 0.332, 0.602], [-0.439, 0.364, -0.535], [0.435, -0.348, 0.113], [-1.221, -0.561, 0.374], [1.071, -1.968, 0.609], [-0.173, 0.703, -1.728], [-0.748, 1.730, 0.569], [1.017, -0.598, 0.964], [-1.252, -0.391, -1.143], [0.214, 0.457, 0.414], [1.170, -0.671, 0.193], [0.024, -0.064, -0.706], [0.100, -0.118, -0.554], [-1.135, 0.951, -0.029], [-0.149, 0.094, 0.618], [1.237, 0.138, 1.109], [-0.929, -0.985, -0.172], [0.161, 0.683, -0.564], [0.052, -0.259, 0.168], [0.048, 0.024, -0.179], [0.055, -0.265, 0.430], [0.411, 0.176, 0.157], [0.218, -0.106, -0.017], [-0.299, -0.208, -0.253], [-0.082, -0.326, 0.349], [-0.199, -0.048, -0.088], [-0.055, 0.244, 0.019], [-0.201, 0.030, -0.007], [0.364, 0.116, -0.052], [-0.312, 0.512, 0.040], [0.353, -0.245, -0.267], [0.108, 0.158, 0.102], [-0.140, 0.116, -0.276], [0.030, 0.123, 0.200], [-0.003, -0.054, 0.268], [-0.092, 0.040, 0.191], [-0.132, 0.091, 0.116], [-0.072, 0.015, 0.285], [0.134, -0.163, 0.108], [0.165, -0.107, -0.164], [0.178, 0.504, -0.034], [-0.010, -0.037, -0.008], [0.040, 0.127, -0.107], [-0.029, 0.182, -0.045], [-0.001, -0.020, 0.028], [-0.018, -0.066, 0.072], [-0.035, 0.029, 0.057], [0.045, -0.023, -0.044], [0.007, -0.098, 0.018], [0.012, 0.013, -0.026], [0.070, -0.077, 0.031], [0.035, -0.147, 0.206], [-0.136, -0.155, -0.229], [-0.044, 0.071, -0.031], [-0.050, 0.039, 0.036], [0.086, 0.044, -0.063], [-0.020, 0.062, -0.110], [0.191, 0.072, 0.152], [-0.201, -0.236, 0.054], [-0.117, -0.021, 0.009], [0.000, 0.032, -0.022], [0.071, 0.111, -0.036], [-0.028, 0.069, -0.062], [0.058, -0.046, -0.004], [0.081, 0.024, -0.034]], "lowdin_charge": [-0.09, -0.22, -0.20, 0.04, -0.42, -0.10, -0.12, -0.23, -0.18, -0.10, -0.21, 0.55, -0.25, -0.27, -0.25, -0.42, -0.16, -0.05, -0.06, -0.07, -0.07, -0.06, 0.70, -0.34, 0.30, 0.07, 0.05, 0.07, 0.08, 0.10, 0.11, 0.11, 0.00, 0.05, 0.14, 0.09, 0.12, 0.11, 0.11, 0.09, 0.09, 0.08, 0.06, 0.12, 0.11, 0.11, 0.07, 0.04, 0.53, -0.67, -0.67, 0.53, 0.07, 0.07, 0.06, 0.07, 0.54, -0.66, -0.63, 0.65, 0.07, 0.07, 0.06, 0.08, 0.62, -0.63, -0.67, 0.54, 0.07, 0.06, 0.08, 0.06], "smiles": "CCCN[C@@]1(CCCOC)OS(=O)(=O)O[C@@]1(c1ccccc1)P(O)Cl.ClCCCl.ClCCCl.ClCCCl", "gap_ev": 9.4, "spin_multiplicity": 1}

{"formula": "C2H5N3O", "method": "the ωB97M-V functional and the def2-TZVPD basis", "species": ["N", "C", "C", "O", "N", "N", "H", "H", "H", "H", "H"], "positions_angstrom": [[2.03789, 0.21918, -0.51670], [-1.26541, 0.05547, 0.65321], [-1.62569, 0.02815, -0.63040], [-0.45663, -1.02411, 1.46863], [0.47758, -0.18947, 0.93798], [1.22623, -0.67960, 0.05064], [2.81270, -0.19549, -1.00912], [2.21356, 1.09231, -0.02687], [-1.89824, 0.47806, 1.42118], [-2.55577, 0.49057, -0.92137], [-0.96622, -0.27506, -1.42719]], "forces_ev_per_angstrom": [[0.020, 0.619, -0.232], [-2.529, -2.195, 1.579], [0.812, 0.178, 0.081], [-1.084, 1.112, -2.586], [3.970, 1.077, -0.464], [-1.114, -0.771, 1.352], [-0.135, -0.032, 0.180], [-0.094, -0.223, 0.007], [0.158, 0.434, -0.087], [0.051, 0.351, 0.151], [-0.056, -0.552, 0.017]], "lowdin_charge": [0.03, -0.18, 0.02, -0.07, -0.15, -0.04, 0.09, 0.10, 0.11, 0.06, 0.05], "gap_ev": 8.9, "spin_multiplicity": 1, "de_lowest_kcal_mol": 157.53}

{"formula": "C6H6O2", "method": "the ωB97M-V functional and the def2-TZVPD basis", "species": ["O", "C", "C", "C", "C", "O", "C", "C", "H", "H", "H", "H", "H", "H"], "positions_angstrom": [[2.41437, -0.92778, 0.99528], [1.33402, -0.67749, 0.36225], [0.87849, -1.40088, -0.91209], [-0.14888, -0.76488, -1.51129], [-0.45319, 0.43377, -0.71173], [-1.63656, 1.19453, -0.15226], [-0.81318, 1.35839, 1.12631], [-0.00807, 0.07183, 0.76011], [1.42388, -2.22619, -1.11577], [-0.87516, -1.04099, -2.38830], [0.06365, 1.33905, -0.95285], [-1.12458, 1.09501, 2.22967], [-0.45012, 2.50572, 1.22441], [-0.60467, -0.96009, 1.04628]], "forces_ev_per_angstrom": [[-4.411, 1.376, -2.809], [2.525, -1.060, 3.086], [-1.154, 3.294, 0.928], [-2.177, -1.177, -1.437], [-0.100, 1.100, 3.356], [0.227, -1.142, 1.890], [0.309, 0.749, 2.108], [0.389, -1.559, -2.794], [1.371, -2.543, -1.298], [2.054, 0.163, 1.517], [1.360, -0.015, -1.047], [-1.122, 0.814, -2.378], [-0.124, -2.957, -0.725], [0.852, 2.957, -0.397]], "lowdin_charge": [0.03, -0.26, 0.00, 0.00, -0.28, -0.12, -0.11, -0.13, 0.08, 0.16, 0.14, 0.13, 0.16, 0.21], "smiles": "O=C1C=C[C@H]2OC[C@H]12", "gap_ev": 9.5, "spin_multiplicity": 1, "de_lowest_kcal_mol": 113.63}